Entry from OMol25: 3 unconnected molecules or ions with the total composition C4H14N2O2 in a non-equilibrium geometry (ωB97M-V with the def2-TZVPD basis set).

**Energy relative to the best compared isomer or geometry (same formula, charge and spin)**: 32.40 kcal per mole
**E**: -11449.28488 eV
**M**: 122.17 g/mol
**Frontier orbital gap**: 8.41 eV
**Spin multiplicity**: 1

Structure (XYZ):
```
22
C4H14N2O2 | OMol25 | ωB97M-V with the def2-TZVPD basis set
C 0.04 1.43 -2.70
C 0.95 0.88 -1.59
C 0.40 0.63 -0.21
N -0.97 0.88 0.00
C 1.26 0.52 0.80
N 0.86 0.37 2.23
H 0.70 2.20 -3.11
H -0.90 1.91 -2.44
H -0.20 0.71 -3.49
H 1.90 1.42 -1.58
H 1.31 -0.13 -1.86
H -1.65 0.35 -0.51
H -1.17 0.92 0.98
H 2.33 0.57 0.61
H 1.66 -0.11 2.61
H 0.80 1.32 2.59
O -0.30 -2.65 -0.44
H -0.64 -2.87 -1.32
H -0.93 -2.93 0.22
O -1.50 -1.20 1.65
H -0.73 -0.79 2.07
H -2.24 -1.14 2.28
```

=====

Entry from OMol25: 3 unconnected molecules or ions with the total composition C4H14N2O3S in a non-equilibrium geometry (ωB97M-V with the def2-TZVPD basis set).

**Energy relative to the best compared isomer or geometry (same formula, charge and spin)**: 41.51 kcal per mole
**E**: -24332.19189 eV
**M**: 170.23 g/mol
**Frontier orbital gap**: 7.91 eV
**Spin multiplicity**: 1

Structure (XYZ):
```
24
C4H14N2O3S | OMol25 | ωB97M-V with the def2-TZVPD basis set
N -2.71 -0.22 -0.51
C -1.58 -0.19 0.44
C -0.36 -0.62 -0.08
O -0.16 -1.05 -1.25
N 0.79 -0.57 0.70
C 0.94 -0.05 2.05
C 1.90 1.13 2.10
S 1.41 2.58 1.09
H -3.32 0.59 -0.38
H -2.37 -0.28 -1.49
H -3.30 -1.04 -0.37
H -1.73 0.09 1.45
H 1.56 -1.04 0.30
H -0.03 0.13 2.48
H 1.47 -0.80 2.66
H 2.87 0.78 1.74
H 2.03 1.44 3.13
H 0.11 2.34 1.13
O 2.92 -0.39 -2.11
H 2.64 0.20 -1.38
H 2.13 -0.87 -2.33
O -2.12 -0.87 -3.11
H -1.76 -0.24 -3.74
H -1.34 -1.05 -2.51
```

=====

Entry from OMol25: 3 unconnected molecules or ions with the total composition C4H14N2OS in a non-equilibrium geometry (ωB97M-V with the def2-TZVPD basis set).

**Energy relative to the best compared isomer or geometry (same formula, charge and spin)**: 95.49 kcal per mole
**E**: -20233.88747 eV
**M**: 138.24 g/mol
**Frontier orbital gap**: 6.98 eV
**Spin multiplicity**: 1

Structure (XYZ):
```
22
C4H14N2OS | OMol25 | ωB97M-V with the def2-TZVPD basis set
C 2.67 0.53 2.03
C 1.27 -0.13 2.01
S 0.74 -0.33 0.28
N 2.90 1.90 1.54
H 3.36 -0.14 1.49
H 3.02 0.41 3.07
H 0.55 0.50 2.53
H 1.32 -1.16 2.41
H 2.26 2.54 2.02
H 2.61 1.95 0.56
C -2.11 -1.63 -1.55
O -2.09 -2.46 -2.73
C -1.86 -0.18 -1.97
N -2.13 0.69 -0.81
H -1.34 -1.87 -0.83
H -3.04 -1.76 -0.99
H -1.28 -2.98 -2.71
H -0.82 -0.15 -2.30
H -2.61 0.02 -2.74
H -1.21 0.81 -0.31
H -2.40 1.62 -1.13
H 0.19 1.81 0.12
```

=====

Entry from OMol25: a molecular structure, C4H14N2OS in a non-equilibrium geometry (ωB97M-V with the def2-TZVPD basis set).

**Energy relative to the best compared isomer or geometry (same formula, charge and spin)**: 33.51 kcal per mole
**E**: -20236.57541 eV
**M**: 138.24 g/mol
**Frontier orbital gap**: 9.26 eV
**Spin multiplicity**: 1

Structure (XYZ):
```
22
C4H14N2OS | OMol25 | ωB97M-V with the def2-TZVPD basis set
C -0.83 -2.13 0.41
C -1.83 -1.16 -0.27
S -2.83 -1.96 -1.58
N -0.23 -1.54 1.64
H 0.01 -2.29 -0.28
H -1.27 -3.07 0.73
H -1.31 -0.27 -0.63
H -2.59 -0.84 0.47
H -1.92 -1.98 -2.51
H 0.78 -1.62 1.70
H -0.64 -1.81 2.54
H -0.37 -0.28 1.34
C 1.13 1.21 0.58
O -0.19 0.85 1.09
C 0.99 2.04 -0.67
N 2.25 2.45 -1.26
H 1.69 1.82 1.31
H 1.69 0.29 0.37
H 0.47 1.43 -1.40
H 0.35 2.88 -0.47
H 2.16 2.61 -2.28
H 2.48 3.37 -0.85
```

=====

Entry from OMol25: 2 unconnected molecules or ions with the total composition C4H14N2OS in a non-equilibrium geometry (ωB97M-V with the def2-TZVPD basis set).

**Energy relative to the best compared isomer or geometry (same formula, charge and spin)**: 55.66 kcal per mole
**E**: -20235.61464 eV
**M**: 138.24 g/mol
**Frontier orbital gap**: 9.16 eV
**Spin multiplicity**: 1

Structure (XYZ):
```
22
C4H14N2OS | OMol25 | ωB97M-V with the def2-TZVPD basis set
N -2.89 0.06 0.62
C -1.55 -0.43 1.28
N -0.49 0.04 0.29
C 0.37 -1.10 -0.28
C 0.78 -0.67 -1.76
C 0.81 0.81 -2.01
S 1.79 1.82 -0.87
H -2.92 1.10 0.74
H -2.68 -0.02 -0.38
H -1.63 -0.02 2.32
H -1.57 -1.45 1.38
H 0.03 0.68 0.72
H 1.25 -1.34 0.44
H -0.06 -2.15 -0.13
H 1.59 -1.22 -2.14
H -0.15 -1.20 -2.18
H 1.30 0.91 -3.07
H -0.13 1.33 -1.96
H 2.75 1.05 -0.51
O 0.94 0.36 2.69
H 1.38 0.21 1.84
H 1.09 1.24 2.97
```

=====

Entry from OMol25: a gas-phase ion, C4H14N2P (charge +1) in a non-equilibrium geometry (ωB97M-V with the def2-TZVPD basis set).

**Net charge**: +1
**Energy relative to the best compared isomer or geometry (same formula, charge and spin)**: 38.18 kcal per mole
**E**: -16636.51269 eV
**M**: 121.14 g/mol
**Frontier orbital gap**: 10.10 eV
**Spin multiplicity**: 1

Structure (XYZ):
```
21
C4H14N2P | OMol25 | ωB97M-V with the def2-TZVPD basis set
C -2.02 -1.48 0.33
P -1.33 -0.01 -0.58
C -1.85 1.26 0.66
C 0.40 -0.18 0.15
N 0.92 1.23 0.15
C 1.31 -0.91 -0.77
N 2.56 -0.08 -1.04
H -1.61 -1.56 1.33
H -1.88 -2.38 -0.32
H -3.13 -1.37 0.49
H -1.70 2.28 0.19
H -1.27 1.24 1.52
H -2.90 1.30 0.84
H 0.54 -0.55 1.19
H 1.83 1.12 -0.61
H 1.34 1.71 0.95
H 0.33 1.94 -0.33
H 0.74 -0.95 -1.68
H 1.47 -1.91 -0.43
H 3.25 -0.15 -0.19
H 3.00 -0.56 -1.85
```

=====

Entry from OMol25: 2 unconnected molecules or ions with the total composition C4H14N3 in a non-equilibrium geometry (ωB97M-V with the def2-TZVPD basis set).

**Net charge**: +1
**Energy relative to the best compared isomer or geometry (same formula, charge and spin)**: 57.51 kcal per mole
**E**: -8837.52872 eV
**M**: 104.18 g/mol
**Frontier orbital gap**: 9.00 eV
**Spin multiplicity**: 1

Structure (XYZ):
```
21
C4H14N3 | OMol25 | ωB97M-V with the def2-TZVPD basis set
C 1.98 -0.56 -1.02
C 1.30 1.47 0.30
C 0.76 -0.79 1.04
C -1.83 0.05 -0.43
N -2.54 -1.03 -0.37
N 0.94 0.02 -0.16
N -2.21 1.19 0.14
H 1.93 -1.68 -1.09
H 1.67 -0.39 -2.01
H 2.98 -0.32 -0.70
H 1.64 1.89 -0.66
H 0.58 1.76 1.00
H 2.26 1.42 0.96
H 0.01 -0.34 1.73
H 0.41 -1.80 0.81
H 1.66 -0.96 1.46
H -2.36 -1.96 -0.77
H -3.49 -1.09 -0.13
H -1.62 1.97 0.29
H -0.94 0.01 -1.03
H -3.12 1.15 0.62
```

=====

Entry from OMol25: 2 unconnected molecules or ions with the total composition C4H14N3 in a non-equilibrium geometry (ωB97M-V with the def2-TZVPD basis set).

**Net charge**: +1
**Energy relative to the best compared isomer or geometry (same formula, charge and spin)**: 36.30 kcal per mole
**E**: -8838.44839 eV
**M**: 104.18 g/mol
**Frontier orbital gap**: 9.12 eV
**Spin multiplicity**: 1

Structure (XYZ):
```
21
C4H14N3 | OMol25 | ωB97M-V with the def2-TZVPD basis set
C 0.20 1.77 0.39
C -0.87 0.94 1.07
N -0.31 -0.36 1.59
N -0.39 2.90 -0.30
H 0.97 2.01 1.14
H 0.72 1.14 -0.33
H -1.35 1.52 1.86
H -1.65 0.65 0.35
H -0.99 -0.72 2.27
H 0.51 -0.12 2.15
H -0.79 3.57 0.35
H 0.33 3.37 -0.81
C 1.57 -2.21 -0.76
C -0.55 -1.56 -1.63
N 0.21 -1.64 -0.63
H 1.74 -2.82 0.11
H 2.28 -1.39 -0.82
H 1.64 -2.81 -1.67
H -0.25 -1.98 -2.59
H -1.53 -1.10 -1.53
H 0.01 -1.05 0.38
```

=====

Entry from OMol25: 2 unconnected molecules or ions with the total composition C4H14N3 in a non-equilibrium geometry (ωB97M-V with the def2-TZVPD basis set).

**Net charge**: +1
**Energy relative to the best compared isomer or geometry (same formula, charge and spin)**: 29.88 kcal per mole
**E**: -8838.72705 eV
**M**: 104.18 g/mol
**Frontier orbital gap**: 10.39 eV
**Spin multiplicity**: 1

Structure (XYZ):
```
21
C4H14N3 | OMol25 | ωB97M-V with the def2-TZVPD basis set
C 2.15 1.26 0.88
C 1.97 2.47 1.79
H 3.24 1.22 0.47
H 2.08 0.21 1.20
H 1.56 1.39 -0.03
H 2.75 2.55 2.58
H 1.12 2.50 2.46
H 1.92 3.36 1.17
C -0.93 -2.12 0.63
C -1.53 -0.87 -1.38
N -1.85 -1.80 -0.44
N -2.07 0.32 -1.56
N -0.64 -1.22 -2.37
H -2.75 -1.64 0.00
H -2.58 0.73 -0.78
H -1.70 1.09 -2.14
H -0.40 -2.20 -2.31
H -0.16 -0.61 -3.01
H -0.68 -1.20 1.19
H -0.09 -2.72 0.25
H -1.43 -2.71 1.41
```

=====

Entry from OMol25: 2 unconnected molecules or ions with the total composition C4H14N3 in a non-equilibrium geometry (ωB97M-V with the def2-TZVPD basis set).

**Net charge**: +1
**Energy relative to the best compared isomer or geometry (same formula, charge and spin)**: 34.64 kcal per mole
**E**: -8838.52078 eV
**M**: 104.18 g/mol
**Frontier orbital gap**: 10.91 eV
**Spin multiplicity**: 1

Structure (XYZ):
```
21
C4H14N3 | OMol25 | ωB97M-V with the def2-TZVPD basis set
C -1.76 -1.57 1.23
N -1.34 -0.97 -0.08
C -2.22 0.10 -0.62
H -1.00 -2.30 1.49
H -1.82 -0.77 1.96
H -2.71 -2.08 1.07
H -1.29 -1.70 -0.79
H -0.34 -0.53 0.02
H -3.11 -0.30 -1.09
H -1.61 0.64 -1.36
H -2.46 0.78 0.18
C 2.08 -0.64 -0.29
N 2.47 2.17 -0.44
C 1.30 1.56 0.07
N 1.02 0.33 0.07
H 3.04 -0.13 -0.30
H 1.84 -0.95 -1.31
H 2.08 -1.50 0.37
H 2.17 2.98 -0.99
H 3.04 2.58 0.30
H 0.63 2.31 0.51
```

=====

Entry from OMol25: 2 unconnected molecules or ions with the total composition C4H14N3 in a non-equilibrium geometry (ωB97M-V with the def2-TZVPD basis set).

**Net charge**: +1
**Energy relative to the best compared isomer or geometry (same formula, charge and spin)**: 95.23 kcal per mole
**E**: -8835.89309 eV
**M**: 104.18 g/mol
**Frontier orbital gap**: 7.53 eV
**Spin multiplicity**: 1

Structure (XYZ):
```
21
C4H14N3 | OMol25 | ωB97M-V with the def2-TZVPD basis set
C -1.81 0.15 0.04
C -0.33 2.11 -1.56
C 1.42 -1.10 0.46
C -0.68 0.96 0.60
N 1.22 -2.55 -0.21
N -0.40 0.90 1.96
N -0.09 1.82 -0.15
H -2.07 -0.67 0.64
H -2.63 0.76 -0.33
H -1.50 -0.39 -0.87
H -1.34 1.89 -1.65
H -0.33 3.22 -1.70
H 0.41 1.62 -2.10
H 0.78 -1.16 1.37
H 2.51 -0.92 0.74
H 0.61 -3.02 0.56
H 2.12 -3.07 -0.29
H -1.18 0.67 2.56
H 0.14 1.63 2.25
H 0.78 -2.50 -1.07
H 0.75 2.10 0.25
```

=====

Entry from OMol25: 2 unconnected molecules or ions with the total composition C4H14N3 in a non-equilibrium geometry (ωB97M-V with the def2-TZVPD basis set).

**Net charge**: +1
**Energy relative to the best compared isomer or geometry (same formula, charge and spin)**: 33.80 kcal per mole
**E**: -8838.55685 eV
**M**: 104.18 g/mol
**Frontier orbital gap**: 11.68 eV
**Spin multiplicity**: 1

Structure (XYZ):
```
21
C4H14N3 | OMol25 | ωB97M-V with the def2-TZVPD basis set
C -0.69 1.61 -1.96
C -1.01 -0.48 -0.69
N -0.88 0.86 -0.72
N -0.64 -1.23 -1.70
N -1.06 -1.17 0.43
H -0.98 1.49 0.09
H -0.50 -0.86 -2.58
H -0.84 -2.20 -1.68
H -1.25 -0.74 1.46
H -0.88 -2.22 0.42
H 0.09 1.11 -2.63
H -0.12 2.51 -1.66
H -1.61 1.72 -2.56
C 2.61 0.47 2.10
C 1.19 -0.12 2.24
H 2.77 0.92 1.01
H 2.81 1.22 2.76
H 3.41 -0.29 2.27
H 0.81 0.01 3.21
H 1.25 -1.15 2.11
H 0.50 0.42 1.62
```